(1)
Below is one molecule with the formula C27H26N2O6 at a distorted geometry, with properties calculated with ωB97M-V/def2-TZVPD.

```
! wB97M-V def2-TZVPD RIJCOSX def2/J DEFGRID3
* xyz 0 1
O 7.011 -2.065 0.347
O -4.641 -0.124 1.219
O -4.887 4.321 -0.515
O -4.079 -2.356 -0.536
O 0.978 -2.418 -0.676
O 0.452 2.321 3.388
N -1.021 3.024 1.858
N 1.637 -0.669 0.626
C -3.063 -1.607 -0.004
C -5.799 -0.831 0.836
C -1.730 -1.866 -0.242
C 4.906 -1.659 -0.817
C -1.839 2.656 -1.722
C 3.572 -1.306 -0.720
C 1.317 0.429 1.363
C 5.121 -1.449 1.567
C 0.045 0.846 1.577
C -1.119 2.592 -0.546
C -1.689 3.075 0.630
C -2.947 3.659 0.590
C -0.711 -1.071 0.289
C 3.791 -1.106 1.662
C 5.696 -1.734 0.326
C -3.742 -3.458 -1.346
C -1.037 0.038 1.084
C 3.007 -1.030 0.514
C -2.383 0.265 1.367
C -5.674 4.411 -1.677
C -3.107 3.211 -1.765
C 7.660 -2.392 -0.867
C 9.102 -2.744 -0.538
C 0.667 -1.462 0.012
C -3.664 3.731 -0.601
C -0.144 2.101 2.351
C -3.398 -0.517 0.842
H -5.912 3.420 -2.079
H 5.317 -1.871 -1.792
H 2.968 -1.254 -1.611
H -5.781 -1.862 1.193
H -0.124 2.180 -0.540
H -5.938 -0.827 -0.247
H -5.183 5.009 -2.451
H 9.591 -1.898 -0.063
H -2.682 1.064 2.024
H 9.637 -3.001 -1.447
H -1.401 2.273 -2.631
H 3.352 -0.906 2.628
H 2.152 1.000 1.746
H -6.623 -0.297 1.311
H -3.399 4.059 1.484
H -3.156 -4.198 -0.794
H -3.638 3.242 -2.702
H 7.159 -3.247 -1.343
H 9.131 -3.588 0.145
H -1.417 -2.700 -0.850
H 5.741 -1.514 2.447
H -4.693 -3.898 -1.643
H -3.190 -3.148 -2.238
H -6.595 4.905 -1.372
H 7.625 -1.536 -1.555
H -1.228 3.775 2.506
*
```

Its HOMO-LUMO gap is 8.41 eV. As for the SMILES: CCOc1ccc(-n2cc(C(=O)Nc3cccc(OC)c3)c3cc(OC)c(OC)cc3c2=O)cc1. The total energy is -43685.98739 eV. The value obtained for the HOMO energy is -7.8 eV. For the energy above the lowest of the compared OMol25 structures with the same formula, charge and spin, the calculation gives 9.8 kJ/mol. The calculation puts the maximum force at 1.1 eV/A.

Löwdin population analysis, charges in e, atoms 1 to 5: atom 1 (O): -0.0493, atom 2 (O): -0.0545, atom 3 (O): -0.0809, atom 4 (O): -0.1128, atom 5 (O): 0.0739


(2)
Below is C27H26N2P2S3Tl as an isolated structure, with properties calculated with ωB97M-V/def2-TZVPD.

```
! wB97M-V def2-TZVPD RIJCOSX def2/J DEFGRID3
* xyz 1 1
Tl 0.844 -0.410 -0.429
S -1.233 -2.063 -1.478
S 1.771 0.493 -2.563
S 0.399 0.989 1.668
P 0.027 -0.972 2.317
P -0.245 -3.102 -0.011
N 0.441 2.771 -2.908
N -0.802 0.856 -3.137
C 2.340 -3.954 -0.644
C 0.526 -5.213 -1.612
C 0.350 1.457 -2.884
C 0.586 -1.990 1.023
C -1.700 -5.554 2.850
C 2.219 -0.724 3.992
C 1.257 -2.551 5.853
C 1.438 -6.026 -2.262
C -2.964 -5.888 2.379
C -1.710 -0.977 2.811
C -4.045 -1.325 2.345
C -0.667 3.665 -3.221
C -2.048 -0.418 4.046
C 2.992 -1.069 5.089
C -4.375 -0.794 3.581
C -2.604 -4.542 0.420
C 0.976 -4.169 -0.805
C -1.341 -4.205 0.892
C 3.251 -4.768 -1.305
C -0.885 -4.716 2.107
C 0.476 -2.205 4.761
C 2.801 -5.799 -2.114
C 0.954 -1.285 3.829
C -3.413 -5.388 1.166
C 2.512 -1.982 6.019
C -3.376 -0.329 4.427
C -2.716 -1.408 1.954
H 3.969 -0.623 5.221
H -0.503 -2.651 4.638
H 0.882 -3.262 6.578
H 0.104 -4.456 2.470
H -1.349 -5.950 3.794
H 1.353 3.155 -2.716
H -5.412 -0.731 3.885
H -3.631 0.104 5.385
H 4.313 -4.604 -1.174
H -4.396 -5.653 0.800
H -2.478 -1.776 0.967
H 2.684 -3.178 0.028
H -4.821 -1.673 1.675
H -2.955 -4.132 -0.519
H -0.537 -5.389 -1.733
H 3.116 -2.249 6.875
H -1.003 3.520 -4.249
H -1.495 3.501 -2.530
H 3.512 -6.436 -2.624
H -0.841 -0.155 -3.094
H 2.589 -0.009 3.269
H -1.650 1.363 -3.336
H 1.087 -6.838 -2.884
H -3.599 -6.543 2.961
H -0.326 4.688 -3.108
H -1.276 -0.053 4.712
*
```

Its HOMO-LUMO gap is 6.72 eV. The total energy is -87173.55543 eV. The value obtained for the HOMO energy is -10.3 eV. For the energy above the lowest of the compared OMol25 structures with the same formula, charge and spin, the calculation gives 44.0 kJ/mol. The calculation puts the maximum force at 0.4 eV/A.

Löwdin population analysis, charges in e, atoms 1 to 5: atom 1 (Tl): 0.4401, atom 2 (S): 0.2834, atom 3 (S): 0.6710, atom 4 (S): 0.2987, atom 5 (P): 0.5217


(3)
Below is C27H26N9O8P2Sn as an isolated structure, with properties calculated with ωB97M-V/def2-TZVPD.

```
! wB97M-V def2-TZVPD RIJCOSX def2/J DEFGRID3
* xyz -1 1
Sn 0.418 0.910 -0.317
P -1.461 -0.004 -3.385
P -0.202 2.789 -3.409
O -0.960 3.801 -2.454
O 0.183 3.194 3.949
O -2.905 -0.646 -3.849
O 0.280 3.497 -4.646
O 0.936 1.707 2.051
O 0.772 1.922 -2.664
O -0.409 -0.681 -4.202
O -1.484 0.016 -1.892
N -1.011 -0.763 1.355
N 2.167 -0.196 2.534
N -3.288 2.074 4.207
N 2.974 -0.080 -1.422
N -3.018 2.767 1.861
N 0.214 -1.956 -0.760
N -1.393 2.567 0.057
N -1.016 1.490 -5.551
N 2.333 -0.286 1.202
C -1.435 -0.216 2.489
C 0.161 -3.531 -2.554
C 0.653 -2.393 -1.931
C -1.269 -2.052 1.120
C 0.705 1.397 7.045
C -2.152 -0.909 3.451
C 0.339 2.382 6.150
C 4.339 -2.034 -1.259
C -1.349 -3.752 -0.727
C -3.111 2.390 3.104
C 4.593 -1.984 -2.619
C -1.957 -2.830 2.047
C -0.782 -2.614 -0.165
C 3.228 -0.033 -2.723
C 3.514 -1.066 -0.684
C 1.164 1.028 4.320
C 3.239 -1.064 0.752
C 1.530 0.048 5.245
C -2.411 -2.248 3.220
C -0.861 -4.224 -1.935
C 1.299 0.220 6.596
C -2.900 2.364 -4.166
C -1.545 1.688 -4.143
C -2.153 2.639 0.956
C 4.035 -0.961 -3.370
C 1.417 0.847 2.867
C 0.555 2.210 4.781
H -2.809 3.377 -4.562
H -1.192 0.831 2.631
H 2.001 -0.846 4.866
H -1.283 -5.113 -2.386
H 0.532 1.549 8.103
H -2.176 -4.257 -0.246
H 0.560 -3.836 -3.511
H 4.213 -0.881 -4.434
H -3.523 -0.480 -3.121
H -2.949 -2.840 3.949
H -0.369 2.340 -5.670
H -0.473 0.592 -5.470
H 5.208 -2.739 -3.092
H -2.120 -3.884 1.868
H -1.088 3.427 -1.545
H -1.744 1.407 -6.251
H 3.848 -1.680 1.415
H -2.483 -0.402 4.347
H -3.605 1.793 -4.776
H 1.585 -0.551 7.301
H 0.388 2.873 3.035
H -0.124 3.302 6.483
H -3.295 2.431 -3.153
H 4.762 -2.814 -0.638
H 1.415 -1.800 -2.412
H 2.745 0.775 -3.263
*
```

Its HOMO-LUMO gap is 7.50 eV. The total energy is -82630.49113 eV. The value obtained for the HOMO energy is -5.2 eV. For the energy above the lowest of the compared OMol25 structures with the same formula, charge and spin, the calculation gives 44.9 kJ/mol. The calculation puts the maximum force at 0.8 eV/A.

Löwdin population analysis, charges in e, atoms 1 to 5: atom 1 (Sn): 1.4948, atom 2 (P): 0.3188, atom 3 (P): 0.2930, atom 4 (O): -0.1525, atom 5 (O): 0.0543